Here is C6H12O in the gas phase in a non-equilibrium geometry from the OMol25 dataset. Energies are from ωB97M-V/def2-TZVPD.

The maximum force comes out at 1.9 eV/Å. The orbital gap is 10.37 eV. As for the SMILES: CC[C@@H](C)C(C)=O.

Each line ends with the Mulliken charge.
CARTESIAN COORDINATES (ANGSTROEM)
O -1.487 1.753 -0.621  -0.55
C 2.473 -0.061 -0.589  -1.23
C 0.051 -0.440 1.448  -1.49
C -2.632 -0.291 -0.261  -1.27
C -1.400 0.577 -0.374  0.52
C -0.011 -0.141 -0.047  0.43
C 1.108 0.747 -0.534  -0.54
H -0.783 -1.069 1.750  0.39
H 0.008 0.484 2.022  0.34
H 2.806 -0.316 0.414  0.31
H 0.875 1.109 -1.535  0.38
H 1.234 1.601 0.132  0.28
H -2.915 -0.379 0.788  0.29
H 2.372 -0.971 -1.176  0.33
H 0.978 -0.953 1.693  0.41
H -3.467 0.160 -0.793  0.37
H -0.003 -1.084 -0.604  0.32
H -2.437 -1.287 -0.653  0.34
H 3.228 0.562 -1.059  0.37

---

Here is a molecular structure, C35H26GeN3O2Pt in a non-equilibrium geometry from the OMol25 dataset. Energies are from ωB97M-V/def2-TZVPD.

The maximum force comes out at 1.9 eV/Å. The orbital gap (alpha / beta) is 5.13 / 5.49 eV. Its charge is +1. The expectation value of S² is 6.061. The multiplicity is 5.

Each line ends with the Mulliken charge.
CARTESIAN COORDINATES (ANGSTROEM)
Pt -0.260 0.696 1.400  0.79
Ge 0.034 -2.014 -0.450  1.26
O -1.388 7.378 1.394  -0.43
O 0.886 7.376 1.381  -0.44
N -0.259 2.633 1.577  -0.19
N 1.731 1.015 1.386  0.05
N -2.264 1.030 1.626  0.05
C -3.938 -1.343 -1.840  -0.42
C -4.929 1.843 1.457  -0.63
C 3.243 0.833 -2.541  -0.69
C -3.915 2.771 1.380  -0.67
C 2.056 2.353 1.411  0.68
C 2.378 -5.412 0.670  -0.80
C 0.505 -6.220 -0.595  -0.63
C -2.582 2.364 1.496  0.34
C 0.938 3.264 1.468  0.39
C 1.392 -0.880 -1.377  0.05
C 4.056 0.473 1.394  -0.80
C 1.898 -4.118 0.552  0.22
C 3.543 -0.510 -2.389  -0.59
C -3.265 0.166 1.840  -0.30
C -0.280 -1.312 1.361  -1.12
C 1.681 -6.462 0.095  -0.54
C 2.621 -1.363 -1.805  -0.32
C -0.255 5.314 1.402  -0.27
C -2.795 -1.410 -1.065  -0.09
C -1.581 -2.357 -2.895  -0.09
C 4.405 1.828 1.382  -0.61
C -0.251 7.001 1.389  0.42
C 0.731 -3.877 -0.155  0.04
C 0.961 4.653 1.401  -0.46
C -2.727 -2.304 -3.669  -0.71
C -4.595 0.518 1.760  -0.71
C -1.475 4.656 1.401  -0.33
C -1.454 3.270 1.486  0.25
C 1.090 0.467 -1.550  -0.38
C 0.017 -4.928 -0.704  -0.55
C 2.726 0.124 1.396  0.18
C 2.016 1.322 -2.120  -0.73
C -1.613 -1.920 -1.576  -0.26
C -3.904 -1.794 -3.147  -0.52
C 3.394 2.759 1.398  -0.85
H 5.440 2.130 1.381  0.49
H -4.132 3.814 1.221  0.37
H 2.425 -0.915 1.403  0.23
H -4.792 -1.741 -3.760  0.40
H 2.051 -7.473 0.193  0.40
H -4.850 -0.938 -1.427  0.45
H -2.708 -2.657 -4.688  0.41
H 3.291 -5.598 1.216  0.43
H -0.662 -2.739 -3.316  0.47
H -0.041 -7.036 -1.046  0.42
H 4.812 -0.293 1.398  0.48
H 2.438 -3.303 1.015  0.22
H 4.492 -0.894 -2.730  0.46
H 1.889 5.195 1.340  0.64
H -5.362 -0.226 1.909  0.47
H 3.623 3.811 1.406  0.36
H 1.782 2.368 -2.250  0.50
H 3.959 1.496 -3.004  0.44
H -0.124 -1.997 2.190  0.57
H 0.107 0.840 -1.248  0.61
H 2.854 -2.413 -1.684  0.43
H -0.911 -4.740 -1.226  0.41
H -2.815 -1.060 -0.046  0.00
H -2.979 -0.849 2.085  0.66
H -2.401 5.203 1.339  0.62
H -5.956 2.135 1.306  0.48

---

Here is C3H5NO2 in the gas phase from the OMol25 dataset. Energies are from ωB97M-V/def2-TZVPD.

The maximum force comes out at 0.5 eV/Å. The orbital gap is 11.72 eV. As for the SMILES: [H]/N=C(/C)OC=O.

Each line ends with the Mulliken charge.
CARTESIAN COORDINATES (ANGSTROEM)
O -0.424 -1.012 0.404  -0.32
O 0.968 -1.172 -1.366  -0.46
N 1.017 0.463 1.505  -0.62
C -0.519 1.317 -0.202  -0.94
C 0.117 0.276 0.653  0.75
C 0.064 -1.600 -0.706  0.09
H -0.494 -2.519 -0.916  0.36
H -1.584 1.398 0.037  0.28
H 1.314 -0.428 1.903  0.25
H -0.430 0.995 -1.244  0.31
H -0.028 2.281 -0.069  0.30

---

Here is C6H11NO in the gas phase in a non-equilibrium geometry from the OMol25 dataset. Energies are from ωB97M-V/def2-TZVPD.

The maximum force comes out at 5.3 eV/Å. The orbital gap (alpha / beta) is 7.80 / 7.80 eV. As for the SMILES: C=N[C@H](C)CC(C)=O.

Each line ends with the Mulliken charge.
CARTESIAN COORDINATES (ANGSTROEM)
O 1.305 2.047 -0.816  -0.60
N -0.914 0.533 0.048  -0.45
C 1.109 -0.523 -0.552  -0.97
C -1.927 1.129 -0.460  -0.35
C -0.347 -0.754 -0.714  0.43
C 1.044 1.141 -0.030  0.93
C 1.429 1.239 1.431  -1.31
C -0.899 -2.011 -0.073  -1.45
H 2.450 0.887 1.584  0.33
H 1.660 -0.554 -1.491  0.34
H -0.813 -1.997 1.017  0.33
H 1.596 -1.086 0.242  0.34
H -0.663 -0.654 -1.755  0.40
H 0.739 0.652 2.038  0.38
H -1.955 -2.138 -0.326  0.37
H -1.936 1.534 -1.478  0.31
H 1.378 2.285 1.744  0.34
H -2.906 1.156 0.026  0.27
H -0.350 -2.886 -0.436  0.36

---

Here is a molecular structure, C20H23O17Pd in a non-equilibrium geometry from the OMol25 dataset. Energies are from ωB97M-V/def2-TZVPD.

The maximum force comes out at 5.6 eV/Å. The orbital gap (alpha / beta) is 5.76 / 4.37 eV. Its charge is -1. The expectation value of S² is 2.042. The multiplicity is 3.

Each line ends with the Mulliken charge.
CARTESIAN COORDINATES (ANGSTROEM)
Pd 0.755 0.435 -0.404  0.06
O 4.074 -2.681 -0.165  -0.58
O -6.404 -0.152 -2.895  -0.33
O 1.219 4.417 -2.518  -0.31
O -4.562 -0.542 -1.561  -0.55
O 3.759 1.923 4.366  -0.56
O -0.716 -2.280 -6.993  -0.30
O 0.284 -1.330 -5.221  -0.56
O 1.136 -1.189 -7.378  -0.31
O -3.403 0.130 4.874  -0.29
O -3.518 2.325 5.348  -0.31
O -6.680 -1.200 -1.027  -0.30
O -2.356 1.577 3.443  -0.53
O 6.283 -6.612 1.013  -0.60
O 3.916 -7.847 1.076  -0.69
O 5.356 3.370 5.221  -0.32
O 1.670 -3.703 1.018  -0.73
O 4.197 2.066 6.560  -0.32
C 4.352 2.468 5.314  0.71
C 2.751 -4.428 0.904  0.36
C 3.895 -6.581 1.022  0.44
C 1.646 5.226 -3.567  -0.18
C 5.704 3.807 6.565  -0.26
C -3.046 1.397 4.443  0.64
C 5.229 2.618 7.417  -0.28
C -5.793 -0.586 -1.753  0.68
C 2.758 -5.735 1.177  -0.53
C 0.273 -1.584 -6.439  0.68
C 0.750 -1.690 -8.558  -0.34
C -7.966 -1.214 -1.644  -0.29
C 0.861 6.452 -3.922  -0.91
C -4.376 0.303 5.855  -0.35
C 5.262 -4.465 0.478  -0.58
C -7.779 -0.186 -2.775  -0.27
C -0.638 -2.191 -8.403  -0.22
C -3.951 1.574 6.465  -0.30
C 4.074 -3.816 0.440  0.53
C 5.277 -5.882 0.877  0.56
H 1.122 6.949 -4.856  0.34
H 0.686 -0.912 -9.318  0.25
H 6.787 3.869 6.666  0.25
H 1.543 -2.357 -8.896  0.27
H -8.259 0.763 -2.535  0.26
H -5.338 0.270 5.344  0.26
H 4.790 2.832 8.392  0.26
H -3.166 1.381 7.195  0.26
H 1.492 4.786 -4.552  0.21
H 1.783 -6.154 1.377  0.40
H 6.013 1.888 7.617  0.25
H -1.319 -1.541 -8.954  0.26
H -0.686 -3.148 -8.923  0.26
H -4.442 -0.507 6.582  0.30
H -8.384 -2.133 -2.055  0.24
H -4.783 2.060 6.974  0.31
H -8.793 -0.937 -0.990  0.28
H 2.724 5.383 -3.530  0.30
H 5.271 4.787 6.762  0.26
H 6.157 -4.110 -0.011  0.41
H -0.153 6.216 -4.247  0.27
H 0.872 7.108 -3.052  0.26
H -8.208 -0.685 -3.644  0.27

---

Here is a molecular structure, C5H12N2O2 in a non-equilibrium geometry from the OMol25 dataset. Energies are from ωB97M-V/def2-TZVPD.

The maximum force comes out at 7.5 eV/Å. The orbital gap is 9.90 eV.

Each line ends with the Mulliken charge.
CARTESIAN COORDINATES (ANGSTROEM)
O -2.118 -1.456 0.665  -0.45
O -1.223 1.656 0.503  -0.21
N 0.521 0.060 -0.201  -0.12
N 2.070 0.160 -0.473  -0.04
C -0.159 1.128 -0.176  -0.16
C 2.579 -0.366 0.641  -0.97
C -2.676 -0.304 0.226  -0.55
C 2.105 -0.613 -1.705  -0.68
C -2.367 0.980 1.016  -0.27
H -2.826 -0.028 -0.932  0.27
H -2.483 0.862 2.355  0.23
H -1.219 -1.312 0.676  0.33
H 2.422 0.374 1.424  0.31
H 2.398 -1.329 0.887  0.47
H 0.974 -1.470 -1.527  0.23
H -3.496 1.581 0.751  0.23
H 0.241 2.186 -0.544  0.30
H 3.196 -1.343 -1.697  0.27
H 2.113 0.229 -2.838  0.21
H -3.864 -0.479 0.381  0.32
H 3.812 -0.517 0.567  0.30

---

Here is a molecular structure, C12H9BrF3N2SSe3TeZn from the OMol25 dataset. Energies are from ωB97M-V/def2-TZVPD.

The maximum force comes out at 0.6 eV/Å. The orbital gap is 6.28 eV. Its charge is -1.

Each line ends with the Mulliken charge.
CARTESIAN COORDINATES (ANGSTROEM)
Te -4.779 -0.055 1.631  -0.11
Br 0.033 -2.545 1.507  -0.10
Se -2.940 -0.547 3.256  -0.53
Se -4.449 2.444 1.441  -0.22
Se -2.294 2.683 0.597  -0.50
Zn -1.269 0.768 1.910  0.63
S 0.670 1.363 3.360  -0.47
F 3.775 0.701 3.958  -0.22
F 5.108 1.521 2.468  -0.32
F 3.523 2.748 3.285  -0.22
N -1.621 -0.909 -0.005  0.21
N 0.727 0.698 0.853  -0.13
C 1.496 1.030 1.918  0.66
C 2.913 1.044 1.761  -0.15
C -0.814 -1.950 -0.082  -0.10
C 3.806 1.499 2.875  0.61
C -2.470 -0.357 -3.623  -1.35
C -2.159 -0.455 -1.135  -0.38
C 2.646 0.320 -0.509  -0.99
C -1.066 -2.107 -2.437  -0.52
C 1.283 0.387 -0.311  -0.24
C -0.517 -2.605 -1.268  -0.44
C 3.470 0.661 0.561  -0.16
C -1.900 -0.996 -2.389  0.61
H -2.559 -1.070 -4.442  0.39
H 4.546 0.636 0.453  0.47
H 0.592 0.188 -1.125  0.44
H -0.849 -2.581 -3.388  0.38
H 3.059 0.032 -1.465  0.40
H -3.447 0.079 -3.416  0.36
H -2.830 0.390 -1.028  0.34
H -1.818 0.456 -3.951  0.27
H 0.133 -3.468 -1.261  0.41

---

Here is C8H7FINO2S in the gas phase in a non-equilibrium geometry from the OMol25 dataset. Energies are from ωB97M-V/def2-TZVPD.

The maximum force comes out at 4.7 eV/Å. The orbital gap (alpha / beta) is 2.96 / 4.10 eV. The expectation value of S² is 2.018. The multiplicity is 3.

Each line ends with the Mulliken charge.
CARTESIAN COORDINATES (ANGSTROEM)
I -0.609 -3.508 1.547  -0.17
S -2.067 1.362 -1.636  0.13
F 3.266 -0.833 -1.253  -0.28
O -3.153 1.362 -0.314  -0.44
O -0.555 1.134 0.762  -0.57
N -0.557 -1.490 1.491  -0.49
C -0.403 -0.621 2.404  0.01
C -0.559 0.513 -1.393  0.53
C 1.283 -0.549 -2.582  -0.59
C 1.948 -0.479 -1.348  0.22
C 1.396 -0.013 -0.155  -0.45
C -0.245 0.811 2.181  -0.60
C -0.029 -0.017 -2.616  -0.75
C 0.164 0.508 -0.136  0.75
H 1.792 -1.175 -3.335  0.39
H -0.427 -0.686 3.580  0.25
H -2.607 1.388 0.415  0.43
H -0.951 1.355 2.767  0.48
H 0.853 0.999 2.384  0.31
H -0.565 0.009 -3.480  0.51
H 2.025 -0.071 0.716  0.35